Entry 1:
{"formula": "C15H35AlF3O6S", "method": "ωB97M-V/def2-TZVPD", "e_homo_ev": -4.36, "total_energy_ev": -53992.0434, "multiplicity": 1, "charge": -1, "symbols": ["C", "C", "C", "O", "C", "Al", "S", "C", "C", "O", "C", "F", "F", "F", "H", "H", "H", "H", "H", "H", "H", "H", "H", "H", "H", "H", "H", "H", "H", "C", "O", "C", "C", "O", "C", "H", "H", "H", "H", "H", "H", "H", "H", "H", "H", "C", "O", "C", "C", "O", "C", "H", "H", "H", "H", "H", "H", "H", "H", "H", "H"], "xyz": [[-3.0452, 1.7437, 1.6191], [-1.8456, 1.8737, 0.6744], [-0.8833, 0.6860, 0.8506], [-0.3211, 0.8006, 2.1424], [1.1254, 0.6761, 2.0772], [2.0665, 2.4392, 1.6363], [4.3237, 1.9634, 1.9527], [1.5314, 3.8220, 3.0421], [1.1810, 5.2795, 2.6520], [-0.1754, 5.5582, 3.0638], [1.1885, 5.6400, 1.1846], [0.8790, 6.9636, 1.0844], [2.3591, 5.5218, 0.6260], [0.2736, 5.0386, 0.4905], [-3.6798, 0.8991, 1.3552], [-3.5998, 2.6801, 1.6225], [-2.6363, 1.6171, 2.6178], [-2.1315, 1.9504, -0.3762], [-1.2829, 2.7406, 1.0146], [-0.1385, 0.7768, 0.0611], [-1.4588, -0.2456, 0.7927], [1.4965, 0.3642, 3.0594], [1.4443, -0.1159, 1.3874], [1.8509, 2.8576, 0.1143], [4.9148, 3.0963, 2.3731], [0.6718, 3.4110, 3.5751], [2.3555, 3.8672, 3.7562], [1.8164, 6.0115, 3.1548], [-0.1764, 5.3279, 4.0008], [2.6544, -5.8464, 1.2284], [1.9671, -5.6122, 0.0128], [1.0037, -4.5694, 0.1148], [1.5190, -3.2681, -0.4615], [2.5987, -2.7542, 0.2997], [3.8642, -2.9957, -0.2860], [3.5223, -6.4674, 1.0078], [2.9962, -4.9158, 1.6867], [2.0068, -6.3819, 1.9322], [0.6936, -4.4303, 1.1546], [0.1273, -4.8868, -0.4601], [0.7158, -2.5244, -0.4210], [1.8081, -3.3946, -1.5102], [4.0213, -2.3228, -1.1358], [3.9687, -4.0329, -0.6169], [4.6239, -2.7888, 0.4663], [-4.7911, -1.4267, -3.6773], [-3.9007, -0.6121, -4.4174], [-3.2447, 0.3630, -3.6138], [-1.8341, -0.0563, -3.2617], [-1.8284, -1.2008, -2.4182], [-1.5317, -2.3945, -3.1146], [-5.0551, -2.2832, -4.2974], [-4.3359, -1.7898, -2.7530], [-5.7039, -0.8696, -3.4380], [-3.8212, 0.5676, -2.7068], [-3.2006, 1.2851, -4.2013], [-1.3540, 0.7548, -2.7059], [-1.2450, -0.2386, -4.1657], [-0.4602, -2.4318, -3.3423], [-2.1065, -2.4876, -4.0397], [-1.7814, -3.2325, -2.4636]], "forces_ev_per_a": [[0.5427, 0.3917, -0.3253], [0.0541, -0.7555, 0.6253], [-0.8998, 1.0799, 0.3568], [0.5006, -0.5392, -0.3927], [0.8921, 0.6583, 0.1829], [-0.0106, -0.2469, 0.3103], [0.2779, -0.2508, 0.0616], [0.4529, 0.6465, -0.6589], [-0.7860, -0.9915, 0.9626], [0.1664, 0.3059, 0.1408], [-0.5661, 1.4891, 1.5299], [-0.0345, 0.8140, -0.0275], [1.5271, -0.5538, -0.6658], [-1.0351, -1.2843, -1.0517], [-0.1515, -0.0056, 0.0568], [-0.3586, -0.0717, -0.0334], [-0.1330, -0.2021, 0.1801], [-0.0995, 0.2291, -0.0225], [0.0839, 0.2952, -0.4687], [0.2519, -0.3856, 0.0360], [0.2335, -0.2101, -0.2923], [-0.3088, -0.0930, 0.1291], [-0.3043, -0.1992, 0.0036], [-0.1192, 0.0570, -0.1717], [-0.3380, 0.0079, -0.0832], [-0.0950, -0.0551, -0.0733], [0.0763, -0.1420, 0.0603], [0.3651, -0.0153, -0.2242], [-0.1915, -0.0320, -0.2115], [-0.0241, -0.0407, -0.0459], [0.0585, 0.0788, 0.1358], [-0.0064, -0.1621, -0.3338], [-0.0865, 0.3157, 0.3010], [0.0743, -0.2599, -0.0753], [-0.0170, 0.1161, 0.0250], [-0.0423, -0.0285, -0.0448], [-0.0233, 0.0088, 0.0007], [0.0393, 0.0334, 0.0691], [0.0429, 0.0523, 0.0087], [-0.0211, 0.0268, 0.0247], [-0.0195, -0.0200, -0.0349], [0.0125, -0.0808, 0.0048], [0.0541, -0.0484, -0.0326], [-0.0254, -0.0062, -0.0189], [-0.0502, 0.0749, 0.0140], [-0.0124, 0.0386, -0.0719], [0.0008, -0.0926, 0.1685], [0.0694, 0.0401, -0.3511], [0.0048, 0.0931, 0.4371], [-0.1466, -0.0625, -0.2239], [0.1335, -0.0006, 0.1330], [0.0014, 0.0469, -0.0499], [0.0023, 0.0239, 0.0102], [-0.0147, -0.0472, 0.0750], [0.0368, -0.0379, 0.0352], [0.0050, 0.0201, 0.0407], [0.0039, 0.0149, -0.0308], [-0.0569, -0.0207, -0.0379], [-0.0207, -0.0982, -0.1011], [0.0042, 0.0408, -0.0123], [0.0303, 0.0398, 0.0485]], "nbo_charge": [-0.6133, -0.4081, -0.0597, -0.5870, -0.6113, 1.2654, -0.7314, -1.0036, 0.0236, -0.7217, 0.9553, -0.3624, -0.3073, -0.3029, 0.1849, 0.1966, 0.2200, 0.1766, 0.2222, 0.1849, 0.1529, 0.1790, 0.1693, -0.4289, 0.1299, 0.2241, 0.2187, 0.1679, 0.4639, -0.2541, -0.5568, -0.0882, -0.0911, -0.5411, -0.2531, 0.1832, 0.1873, 0.1610, 0.1785, 0.1764, 0.1989, 0.1675, 0.1706, 0.1670, 0.1953, -0.2537, -0.5555, -0.0901, -0.0920, -0.5484, -0.2538, 0.1836, 0.1827, 0.1639, 0.1788, 0.1839, 0.1999, 0.1726, 0.1682, 0.1753, 0.1857]}

=====

Entry 2:
{"formula": "C26H24CsF6N6O6S4", "method": "ωB97M-V/def2-TZVPD", "relative_energy_kcal_mol": 4.8, "e_homo_ev": -5.08, "total_energy_ev": -108776.9138, "multiplicity": 1, "charge": -1, "symbols": ["Cs", "S", "C", "N", "C", "C", "C", "C", "C", "C", "S", "H", "H", "H", "H", "F", "C", "F", "F", "S", "O", "O", "N", "S", "O", "O", "C", "F", "F", "F", "N", "C", "C", "N", "H", "H", "H", "H", "H", "H", "H", "H", "H", "O", "C", "N", "C", "C", "O", "N", "C", "C", "C", "C", "C", "C", "C", "C", "C", "C", "C", "C", "H", "H", "H", "H", "H", "H", "H", "H", "H", "H", "H"], "xyz": [[-1.3043, 1.2950, 0.1747], [1.7618, 1.0502, 2.0373], [1.4832, 2.7230, 2.0095], [0.9817, 3.4505, 1.0393], [0.9390, 4.7966, 1.3643], [0.4596, 5.8017, 0.5277], [0.4854, 7.1172, 0.9616], [0.9798, 7.4451, 2.2234], [1.4541, 6.4534, 3.0704], [1.4304, 5.1368, 2.6349], [1.9458, 3.6903, 3.4399], [0.0678, 5.5468, -0.4496], [0.1125, 7.8990, 0.3120], [0.9922, 8.4773, 2.5492], [1.8358, 6.7015, 4.0529], [-4.3503, -0.2099, 2.5029], [-5.5147, 0.2214, 2.0101], [-6.2377, 0.7139, 3.0208], [-6.1666, -0.8241, 1.5015], [-5.2465, 1.5551, 0.7225], [-3.9457, 2.0973, 1.0636], [-6.3799, 2.4170, 0.8529], [-5.3359, 0.7815, -0.6321], [-4.0986, 0.0715, -1.2865], [-3.2759, 0.9650, -2.0581], [-3.4337, -0.8668, -0.4074], [-4.9609, -0.9819, -2.5611], [-5.0906, -0.3094, -3.7002], [-4.2191, -2.0662, -2.7839], [-6.1674, -1.3747, -2.1587], [3.9314, 0.6596, -0.9283], [3.5228, 2.0753, -0.9668], [2.5647, 2.3636, -2.1156], [2.1352, 3.7591, -2.1482], [4.6684, 0.5305, -0.2428], [4.3102, 0.3815, -1.8285], [2.8945, -0.4621, -0.4576], [4.3974, 2.7326, -1.0613], [3.0278, 2.3038, -0.0255], [1.6738, 1.7373, -2.0439], [3.0422, 2.1112, -3.0696], [2.9421, 4.3747, -2.1409], [1.6319, 3.9493, -1.2865], [-0.8981, -1.0508, -3.2737], [-0.1780, -1.4642, -2.4044], [-0.2303, -2.7711, -1.9152], [0.6256, -2.8944, -0.7491], [1.3588, -1.5534, -0.8919], [2.4120, -1.3435, -0.1783], [0.8570, -0.7481, -1.7692], [1.6348, -4.0406, -0.8557], [1.8401, -4.6966, -2.0601], [2.7890, -5.7090, -2.1539], [3.5391, -6.0665, -1.0455], [3.3368, -5.4066, 0.1614], [2.3893, -4.4019, 0.2561], [-0.1967, -2.9828, 0.5252], [-0.1737, -1.9948, 1.4986], [-1.0210, -2.0721, 2.5985], [-1.8920, -3.1393, 2.7341], [-1.8983, -4.1469, 1.7756], [-1.0521, -4.0726, 0.6839], [-1.1470, -3.1930, -1.9105], [1.2566, -4.4092, -2.9244], [2.9394, -6.2168, -3.0985], [4.2773, -6.8553, -1.1195], [3.9200, -5.6757, 1.0331], [2.2359, -3.8886, 1.1970], [0.5155, -1.1622, 1.4198], [-0.9941, -1.2886, 3.3458], [-2.5646, -3.1898, 3.5804], [-2.5692, -4.9905, 1.8782], [-1.0558, -4.8660, -0.0563]], "forces_ev_per_a": [[0.7957, 0.1317, 0.1111], [-0.0630, -0.0585, -0.0039], [0.0845, 0.2846, 0.1899], [-0.0732, -0.0403, -0.0032], [-0.0071, -0.1036, -0.0181], [-0.0327, 0.1011, -0.0394], [-0.0091, -0.0339, -0.0247], [0.0284, -0.0451, 0.0583], [-0.0184, 0.0675, -0.0251], [0.0240, -0.0067, 0.0480], [-0.0250, -0.0728, -0.1227], [0.0049, -0.0097, 0.0012], [-0.0012, 0.0036, 0.0042], [-0.0073, 0.0045, -0.0092], [-0.0051, 0.0100, -0.0018], [-0.0448, -0.0040, -0.0274], [0.0499, 0.0585, 0.0010], [0.0719, -0.0330, -0.0005], [-0.0255, 0.0463, 0.0286], [-0.1556, 0.3210, 0.3821], [-0.3737, -0.2812, -0.2334], [-0.0029, -0.1313, 0.0290], [0.0241, -0.0015, -0.2292], [-0.1506, -0.2169, -0.2307], [0.0039, -0.1245, 0.1010], [0.0056, 0.1271, -0.1071], [-0.0120, 0.1069, 0.1211], [-0.0469, -0.0103, 0.0028], [0.0305, 0.0243, -0.0415], [0.0096, -0.0409, 0.0492], [-0.0150, -0.0476, -0.0158], [-0.0123, -0.0044, -0.0125], [-0.0309, 0.0588, 0.0065], [0.0332, 0.0130, 0.0354], [-0.0083, 0.0255, 0.0109], [0.0198, -0.0022, -0.0054], [-0.0535, 0.0053, 0.0261], [-0.0157, 0.0156, -0.0166], [0.0142, -0.0242, 0.0165], [0.1227, -0.0884, 0.0638], [-0.0181, 0.0230, -0.0093], [-0.0122, 0.0013, -0.0373], [-0.0094, -0.0071, 0.0097], [-0.1194, 0.2218, -0.0579], [-0.1554, -0.1267, -0.1715], [0.0298, 0.0184, 0.1002], [0.2555, -0.0441, -0.1439], [-0.0580, 0.0145, -0.0183], [0.0395, 0.0197, 0.0367], [0.1216, -0.2645, 0.0905], [-0.1655, 0.0882, -0.0285], [0.0633, -0.0568, -0.0448], [-0.0271, 0.0246, 0.0035], [-0.0044, 0.0110, 0.0220], [0.0295, -0.0341, -0.0189], [0.0020, 0.0009, 0.0258], [-0.1302, -0.0032, 0.1111], [0.0523, 0.0037, -0.0125], [-0.0074, 0.0005, 0.0173], [0.0008, -0.0241, -0.0306], [-0.0155, 0.0033, 0.0375], [0.0266, 0.0361, -0.0334], [0.0117, 0.0135, 0.0205], [-0.0057, -0.0009, 0.0062], [-0.0045, 0.0016, 0.0000], [0.0018, 0.0023, 0.0111], [0.0004, -0.0077, -0.0048], [-0.0105, 0.0065, -0.0004], [-0.0385, 0.0344, 0.0167], [0.0191, 0.0132, -0.0162], [0.0000, -0.0016, 0.0024], [-0.0046, 0.0065, 0.0024], [-0.0008, 0.0016, -0.0040]], "lowdin_charge": [1.0646, 0.4731, -1.2029, -0.0661, -0.3380, -0.0347, -0.1033, -0.1140, -0.1073, -0.4993, 0.9731, 0.1076, 0.0953, 0.0922, 0.1000, 0.1200, -0.6559, 0.1265, 0.1318, 0.5762, -0.4490, -0.2742, -0.2995, 0.5183, -0.3823, -0.3758, -0.6665, 0.1436, 0.1338, 0.1360, 0.0094, -0.2541, -0.2807, 0.0056, 0.0995, 0.0988, 0.0650, 0.1111, 0.0503, 0.0894, 0.1084, 0.0604, 0.0233, 0.0855, -0.5355, 0.1531, -0.2770, -0.3679, 0.0748, 0.2161, -0.1413, -0.0220, -0.0868, -0.1014, -0.0784, -0.0213, -0.1489, -0.0553, -0.0610, -0.0784, -0.0710, -0.0270, 0.1491, 0.1109, 0.0979, 0.0954, 0.1003, 0.1242, 0.0175, 0.1117, 0.1031, 0.1018, 0.1222]}

=====

| no. | LUMO level (eV) |
| --- | --- |
| 1 | 2.50 |
| 2 | 2.02 |